Entry 1:
The following is a DFT calculation (ωB97M-V with the def2-TZVPD basis set) of the molecule C10H13N2OPS.

Values from the calculation:
relative energy (zero: lowest compared OMol25 entry of this formula, charge and spin) = 174.7 kJ/mol
HOMO-LUMO gap = 6.52 eV

Last column: Löwdin charge in e.
CARTESIAN COORDINATES (ANGSTROEM)
C1 -3.594 -1.474 -0.159  -0.061
C2 -2.597 -1.672 0.799  -0.100
C3 -3.576 -0.301 -0.921  -0.050
C4 -1.551 -0.863 0.956  -0.113
C5 -2.469 0.556 -0.737  -0.091
C6 -1.464 0.314 0.192  -0.393
C7 2.073 -0.883 -0.226  -0.582
C8 1.214 -0.058 -1.285  -0.122
C9 2.565 -0.987 2.126  -0.163
C10 1.908 2.318 -1.185  -0.089
N1 1.675 -0.762 1.020  -0.047
N2 0.906 1.307 -0.879  -0.367
O1 3.024 -1.533 -0.664  -0.011
P1 -0.096 1.428 0.407  0.553
S1 -0.534 3.112 1.172  0.347
H1 -4.375 -2.156 -0.352  0.091
H2 -2.663 -2.708 1.304  0.144
H3 -4.235 0.033 -1.745  0.118
H4 -0.721 -1.183 1.620  0.110
H5 -2.478 1.487 -1.221  0.090
H6 1.773 -0.024 -2.153  0.090
H7 0.206 -0.579 -1.477  0.138
H8 2.060 -1.618 2.926  0.079
H9 3.581 -1.487 1.741  0.112
H10 2.997 -0.052 2.530  0.060
H11 2.866 1.778 -1.012  0.113
H12 1.910 2.809 -2.194  0.103
H13 1.596 3.197 -0.583  0.042

Force components x, y, z for each atom (eV/Å):
0.22 1.97 -0.69
-2.50 -4.24 -0.10
1.49 0.51 -0.15
2.59 1.07 0.82
-0.57 -0.26 0.91
-0.31 -1.45 0.34
0.09 0.35 0.12
-2.33 -1.28 1.72
2.07 -1.35 -0.23
0.02 0.73 0.17
-1.40 1.72 -0.14
-0.76 -0.15 -0.43
0.00 0.05 -0.40
0.63 -0.40 -0.49
0.41 -0.17 0.19
-0.64 -0.92 0.18
0.37 1.98 -0.46
-0.01 -0.82 0.86
-0.60 0.57 -0.51
0.13 1.05 -0.94
1.04 0.01 -1.83
1.66 0.47 0.20
0.87 0.86 -0.88
-2.30 0.41 0.71
-0.76 -0.15 0.21
-0.22 1.30 0.19
-0.40 -1.35 0.30
1.20 -0.53 0.32



Entry 2:
The following is a DFT calculation (ωB97M-V with the def2-TZVPD basis set) of the molecule C10H13N3.

Values from the calculation:
relative energy (zero: lowest compared OMol25 entry of this formula, charge and spin) = 105.1 kJ/mol
structure (SMILES) = c1ccc(N2C[C@@H]3C[C@H]2CN3)nc1
HOMO-LUMO gap = 8.69 eV

Last column: Löwdin charge in e.
CARTESIAN COORDINATES (ANGSTROEM)
C1 -3.846 -0.165 0.203  -0.072
C2 -3.121 1.013 0.238  -0.103
C3 -1.775 1.171 -0.027  -0.013
C4 -1.079 -0.039 -0.283  -0.301
N1 0.248 0.086 -0.426  -0.047
C5 0.955 1.328 -0.245  -0.128
C6 2.359 0.771 -0.173  -0.310
C7 2.369 -0.359 -1.141  -0.085
C8 1.175 -1.019 -0.458  -0.260
C9 1.780 -1.228 0.926  -0.158
N2 2.531 0.038 1.127  -0.006
N3 -1.696 -1.234 -0.403  0.124
C10 -3.017 -1.256 -0.115  -0.135
H1 -4.829 -0.317 0.501  0.075
H2 -3.714 1.892 0.512  0.106
H3 -1.161 2.087 -0.080  0.093
H4 0.754 2.156 -0.997  0.143
H5 0.480 1.694 0.689  0.118
H6 3.200 1.513 -0.225  0.154
H7 2.106 -0.095 -2.173  0.130
H8 3.335 -0.898 -1.126  0.136
H9 0.791 -1.962 -0.733  0.130
H10 2.459 -2.049 1.035  0.098
H11 0.960 -1.413 1.669  0.130
H12 2.163 0.505 1.945  0.099
H13 -3.427 -2.217 -0.242  0.083

Force components x, y, z for each atom (eV/Å):
4.00 -1.33 -0.55
-1.20 2.36 0.48
-0.06 -1.08 -0.22
-1.01 0.66 -0.03
-0.08 -1.38 -1.21
-1.11 0.86 0.33
1.91 2.06 2.07
0.15 -0.72 -1.39
1.48 -0.66 0.84
-1.14 0.81 1.31
-0.24 -0.41 -0.20
-0.43 0.79 0.79
0.52 0.77 -0.61
-1.58 0.11 0.28
0.35 0.08 -0.16
-1.40 -0.35 0.27
0.32 -1.18 0.27
1.32 0.50 0.08
-0.97 -0.52 -0.31
0.22 0.19 0.21
-0.69 0.06 0.10
-0.76 -0.62 -1.26
0.32 -0.77 -0.42
0.63 0.43 -0.40
0.08 0.48 -0.30
-0.62 -1.17 0.05



Entry 3:
The following is a DFT calculation (ωB97M-V with the def2-TZVPD basis set) of the molecule C10H13N3.

Values from the calculation:
relative energy (zero: lowest compared OMol25 entry of this formula, charge and spin) = 61.9 kJ/mol
structure (SMILES) = [H]/N=C(\N)N1CCc2ccccc2C1
HOMO-LUMO gap = 9.35 eV

Last column: Löwdin charge in e.
CARTESIAN COORDINATES (ANGSTROEM)
H1 2.646 1.258 -3.426  0.050
N1 2.267 1.179 -2.456  0.102
C1 1.359 0.292 -2.408  -0.570
N2 1.103 -0.618 -3.469  0.084
N3 0.684 0.047 -1.252  -0.066
C2 -0.041 -1.219 -1.111  -0.189
C3 -0.115 -1.732 0.315  -0.124
C4 -0.617 -0.604 1.214  -0.172
C5 -1.350 -0.905 2.359  -0.058
C6 -1.781 0.089 3.256  -0.073
C7 -1.481 1.455 2.910  -0.076
C8 -0.675 1.758 1.769  -0.028
C9 -0.260 0.739 0.854  -0.134
C10 0.853 0.967 -0.156  -0.120
H2 1.420 0.018 -4.314  0.133
H3 0.110 -0.809 -3.627  0.077
H4 -1.138 -1.256 -1.538  0.151
H5 0.416 -2.028 -1.652  0.100
H6 0.857 -2.115 0.549  0.117
H7 -0.928 -2.477 0.218  0.127
H8 -1.524 -1.914 2.736  0.110
H9 -2.304 0.020 4.215  0.099
H10 -1.810 2.202 3.592  0.077
H11 -0.292 2.792 1.591  0.116
H12 0.757 1.975 -0.552  0.115
H13 1.843 0.886 0.384  0.151

Force components x, y, z for each atom (eV/Å):
-0.31 -0.04 1.13
0.60 0.90 -1.02
0.20 -1.02 0.21
0.47 2.55 -2.57
-0.36 -1.13 -0.55
-1.85 -0.12 -0.49
-1.79 1.30 -0.66
0.55 0.35 -0.47
-0.42 0.50 1.67
0.72 2.73 -1.45
0.99 -2.00 -1.24
-0.16 -0.42 -0.16
-0.26 -0.61 2.83
-0.66 0.05 0.92
-0.86 -2.28 1.73
0.32 0.05 0.28
1.73 0.86 0.68
0.70 0.03 -0.59
0.39 -0.46 0.70
0.86 -0.21 0.69
0.14 -0.12 -0.79
0.14 -0.87 -0.55
-0.04 0.71 0.24
-0.59 -0.84 0.21
0.30 0.12 0.00
-0.82 -0.05 -0.73



Entry 4:
The following is a DFT calculation (ωB97M-V with the def2-TZVPD basis set) of the molecule C10H13NO3S.

Values from the calculation:
relative energy (zero: lowest compared OMol25 entry of this formula, charge and spin) = 209.4 kJ/mol
structure (SMILES) = CC(C)Cc1ccc([C@@H](N=O)C(=O)O)s1
HOMO-LUMO gap = 8.36 eV

Last column: Löwdin charge in e.
CARTESIAN COORDINATES (ANGSTROEM)
C1 -3.943 0.638 1.383  -0.096
C2 -2.478 0.224 1.340  -0.410
C3 -1.630 1.083 2.353  -0.056
C4 -2.015 0.400 -0.130  -0.194
C5 -0.630 -0.124 -0.390  -0.519
C6 -0.127 -1.306 0.102  -0.100
C7 1.177 -1.602 -0.452  -0.107
C8 1.666 -0.607 -1.228  -0.493
C9 3.070 -0.713 -1.757  -0.273
N1 3.059 -1.083 -3.174  0.049
O1 3.441 -2.242 -3.398  0.025
C10 3.856 0.580 -1.569  -0.446
O2 3.606 1.569 -2.231  0.104
O3 4.841 0.495 -0.609  0.111
S1 0.521 0.687 -1.435  1.102
H1 -4.117 1.618 0.908  0.088
H2 -4.349 0.593 2.384  0.075
H3 -4.527 -0.043 0.765  0.073
H4 -2.368 -0.815 1.651  0.115
H5 -0.605 1.261 1.999  0.070
H6 -2.057 2.077 2.469  0.070
H7 -1.569 0.583 3.332  0.078
H8 -2.022 1.475 -0.326  0.114
H9 -2.692 -0.115 -0.812  0.122
H10 -0.653 -1.979 0.778  0.112
H11 1.689 -2.514 -0.185  0.116
H12 3.576 -1.492 -1.164  0.146
H13 5.280 1.352 -0.603  0.121

Force components x, y, z for each atom (eV/Å):
-0.18 -0.33 -0.54
0.53 0.97 0.14
0.00 -0.42 -0.69
0.73 0.23 0.67
0.48 -0.63 0.28
0.57 0.29 -1.10
-1.34 0.21 1.14
0.15 -0.17 -0.18
0.83 -0.27 1.57
0.78 -2.78 -1.73
-0.99 3.18 1.06
-0.07 1.14 -0.77
0.70 -1.11 1.20
-1.28 -0.24 -1.15
-0.14 -0.76 0.56
0.26 -0.07 0.52
-0.12 0.25 0.24
-0.12 -0.23 0.04
-0.16 -0.10 -0.18
-0.15 -0.33 0.04
-0.22 0.00 0.13
-0.11 0.28 -0.30
-0.24 -0.03 -0.25
-0.21 0.18 0.01
0.09 0.28 -0.25
0.31 0.06 -0.14
-0.21 0.07 -0.34
0.12 0.33 0.05



Entry 5:
The following is a DFT calculation (ωB97M-V with the def2-TZVPD basis set) of a structure of composition C10H13NPSSr.

Values from the calculation:
relative energy (zero: lowest compared OMol25 entry of this formula, charge and spin) = 18.3 kJ/mol
charge = -1
HOMO-LUMO gap (alpha / beta) = 4.12 / 4.89 eV

Last column: Löwdin charge in e.
CARTESIAN COORDINATES (ANGSTROEM)
C1 -1.456 1.833 -2.133  -0.247
C2 -2.182 3.051 -1.981  -0.226
C3 -3.499 2.731 -1.529  -0.211
C4 -3.609 1.309 -1.437  -0.209
C5 -2.356 0.743 -1.820  -0.257
Sr1 0.877 -0.445 -0.085  0.740
P1 2.687 1.123 -1.981  0.548
H1 -0.424 1.722 -2.480  0.010
H2 -1.800 4.053 -2.177  0.049
H3 -4.275 3.451 -1.272  0.051
H4 -2.116 -0.324 -1.880  0.034
H5 -4.486 0.750 -1.114  0.057
H6 3.794 1.780 -1.332  -0.152
H7 2.306 2.235 -2.803  -0.147
H8 3.491 0.475 -2.980  -0.152
S1 -1.508 -1.202 0.987  0.451
C6 -0.191 -1.909 1.818  -0.974
N1 0.292 -1.209 2.929  -0.049
C7 1.580 -1.356 3.391  -0.165
C8 2.443 -2.188 2.710  -0.167
C9 1.975 -2.969 1.637  -0.202
C10 0.636 -2.897 1.250  -0.277
H9 -0.336 -0.531 3.368  0.123
H10 1.824 -0.783 4.283  0.103
H11 3.484 -2.257 3.033  0.095
H12 2.642 -3.671 1.139  0.075
H13 0.206 -3.517 0.461  0.099

Force components x, y, z for each atom (eV/Å):
-0.89 -0.52 0.25
-0.35 -0.57 0.43
0.81 -0.56 -0.29
0.92 0.35 -0.26
0.11 0.94 0.05
-0.20 0.23 -0.16
0.97 0.59 -0.66
-0.28 0.10 -0.10
-0.07 -0.23 0.11
0.15 -0.17 -0.13
-0.15 0.40 0.02
0.20 0.13 -0.08
-0.52 -0.29 -0.32
0.11 -0.19 0.16
-0.34 0.24 0.44
-1.06 -0.20 0.28
0.08 -1.32 -0.69
-0.78 1.00 0.28
1.45 -0.81 0.01
-0.18 0.78 1.49
1.16 -0.74 -0.82
-1.40 1.00 0.58
0.39 -0.53 -0.53
0.15 -0.14 -0.36
-0.37 0.03 -0.06
-0.14 0.16 0.22
0.26 0.35 0.14



Entry 6:
The following is a DFT calculation (ωB97M-V with the def2-TZVPD basis set) of the molecule C10H13NSe.

Values from the calculation:
structure (SMILES) = CCN1c2ccccc2[Se][C@@H]1C
HOMO-LUMO gap = 8.33 eV

Last column: Löwdin charge in e.
CARTESIAN COORDINATES (ANGSTROEM)
C1 -1.054 1.395 2.011  -0.052
C2 -1.239 0.097 1.121  -0.224
N1 -0.421 0.115 -0.050  -0.183
C3 0.359 -1.055 -0.379  -0.255
C4 1.181 -1.694 0.477  -0.054
C5 1.961 -2.703 -0.010  -0.116
C6 1.930 -3.155 -1.285  -0.082
C7 0.995 -2.559 -2.155  -0.123
C8 0.257 -1.547 -1.713  -0.502
Se1 -1.119 -0.669 -2.726  0.966
C9 -0.930 0.829 -1.168  -0.464
C10 0.091 1.877 -1.755  -0.126
H1 -1.456 1.231 2.931  0.019
H2 0.013 1.571 1.800  0.080
H3 -1.691 2.280 1.685  0.090
H4 -0.984 -0.900 1.515  0.115
H5 -2.335 0.092 0.689  0.141
H6 1.347 -1.171 1.468  0.146
H7 2.757 -3.087 0.678  0.123
H8 2.607 -3.868 -1.569  0.077
H9 0.873 -3.160 -3.027  0.105
H10 -1.941 1.304 -1.007  0.113
H11 0.439 2.713 -1.160  0.058
H12 -0.252 2.307 -2.728  0.066
H13 0.987 1.328 -2.207  0.083

Force components x, y, z for each atom (eV/Å):
0.12 -0.28 -4.13
-2.64 0.39 -0.85
1.00 -0.49 -1.21
-1.46 1.48 -1.62
0.24 2.08 2.10
2.67 -1.25 2.09
-1.76 1.96 0.44
1.72 -2.83 0.28
-2.11 2.16 0.57
0.16 1.12 1.29
0.56 0.76 -1.89
0.46 -1.38 -2.53
-0.05 -0.63 3.11
-0.32 0.57 1.25
0.97 -1.11 -0.41
-0.59 0.73 1.04
1.57 -0.42 1.30
-0.12 -1.21 -1.04
-0.85 0.14 -0.64
1.29 -1.77 -0.93
-0.42 0.62 -1.14
1.10 -0.76 0.07
-0.20 -0.19 0.68
-0.50 -0.16 0.89
-0.82 0.45 1.27